{"formula": "C40H52N8O6", "method": "the ωB97M-V functional and the def2-TZVPD basis", "species": ["C", "C", "C", "O", "C", "O", "O", "H", "H", "H", "H", "H", "H", "C", "C", "C", "O", "C", "O", "O", "H", "H", "H", "H", "H", "H", "N", "C", "C", "C", "C", "H", "H", "H", "H", "H", "N", "C", "C", "C", "C", "H", "H", "H", "H", "H", "N", "C", "C", "C", "C", "H", "H", "H", "H", "H", "N", "C", "C", "C", "C", "H", "H", "H", "H", "H", "N", "C", "C", "C", "C", "H", "H", "H", "H", "H", "N", "C", "C", "C", "C", "H", "H", "H", "H", "H", "N", "C", "C", "C", "C", "H", "H", "H", "H", "H", "N", "C", "C", "C", "C", "H", "H", "H", "H", "H"], "xyz": [[-21.925516, -2.291123, -18.320419], [-23.269232, -2.103882, -17.660742], [-23.768997, -0.643395, -17.655901], [-25.137005, -0.790069, -18.008325], [-25.398599, -2.009450, -18.461356], [-26.464625, -2.386907, -18.837764], [-24.276545, -2.760345, -18.451711], [-22.008510, -2.043899, -19.383122], [-21.504481, -3.293230, -18.267139], [-21.162693, -1.597179, -17.958357], [-23.343230, -2.613211, -16.697515], [-23.266482, -0.060250, -18.425264], [-23.631383, -0.234906, -16.658872], [-27.980623, -4.136627, -21.530078], [-29.351375, -4.220545, -20.889193], [-29.402197, -3.975711, -19.383074], [-30.603337, -3.232219, -19.202504], [-31.024089, -2.769875, -20.384540], [-31.834975, -1.912213, -20.552236], [-30.215116, -3.188346, -21.378162], [-28.125524, -4.195838, -22.613203], [-27.430168, -5.022322, -21.218300], [-27.453452, -3.202119, -21.364402], [-29.782989, -5.212013, -21.059342], [-28.552648, -3.381923, -19.046314], [-29.403981, -4.932068, -18.862317], [-34.869590, -0.873135, -23.747231], [-33.758815, -1.492455, -23.215987], [-32.694840, -0.650384, -23.450177], [-33.146317, 0.460768, -24.195110], [-34.519517, 0.323006, -24.294926], [-35.806142, -1.228166, -23.720527], [-33.854048, -2.432689, -22.702328], [-31.675281, -0.745804, -23.117191], [-32.536785, 1.305981, -24.463747], [-35.278744, 0.920645, -24.773414], [-34.066756, 0.749678, -20.832795], [-34.918849, 1.792499, -21.061005], [-34.957666, 2.582949, -19.934073], [-33.970260, 2.031729, -19.049482], [-33.410689, 0.940618, -19.643742], [-33.868835, -0.000135, -21.480258], [-35.501041, 1.716125, -21.966362], [-35.572639, 3.449738, -19.770806], [-33.798371, 2.491800, -18.088388], [-32.683369, 0.198725, -19.358483], [-29.088782, -5.195009, -26.308424], [-28.689942, -3.933941, -25.944007], [-27.573391, -3.599629, -26.666085], [-27.282173, -4.708188, -27.501739], [-28.177773, -5.695668, -27.197149], [-29.792253, -5.789356, -25.907275], [-29.254293, -3.331771, -25.249535], [-27.039562, -2.666669, -26.734151], [-26.444943, -4.701415, -28.182538], [-28.262709, -6.716387, -27.533725], [-31.547140, -7.141531, -25.371011], [-31.748927, -5.864742, -24.969180], [-30.892844, -5.607698, -23.938777], [-30.162963, -6.796919, -23.689573], [-30.582084, -7.750597, -24.591412], [-31.999259, -7.602911, -26.140092], [-32.541150, -5.281312, -25.408675], [-30.908927, -4.728954, -23.312230], [-29.338857, -6.933457, -23.006527], [-30.212983, -8.741477, -24.785191], [-25.943063, -7.139210, -22.546634], [-26.361042, -7.058222, -23.841545], [-25.956508, -8.221531, -24.467524], [-25.368827, -9.055045, -23.489511], [-25.349045, -8.340920, -22.304828], [-26.016977, -6.372759, -21.902281], [-26.863884, -6.182242, -24.216625], [-26.040508, -8.501757, -25.505144], [-24.888551, -10.012470, -23.603492], [-25.019360, -8.611748, -21.316325], [-29.021831, 2.226646, -21.740769], [-29.810272, 1.322004, -22.388711], [-29.267150, 0.079285, -22.079929], [-28.098500, 0.283033, -21.321048], [-28.000163, 1.636016, -21.052674], [-29.297553, 3.187635, -21.631823], [-30.698460, 1.549215, -22.947383], [-29.528888, -0.864204, -22.533940], [-27.376003, -0.439798, -20.974625], [-27.358307, 2.183062, -20.387034], [-23.673554, -4.564793, -23.442241], [-23.732405, -3.794085, -22.289015], [-24.840292, -2.995413, -22.361493], [-25.414550, -3.144162, -23.659079], [-24.707559, -4.167227, -24.234939], [-23.034394, -5.309043, -23.634341], [-23.033659, -3.912222, -21.477205], [-25.197844, -2.294722, -21.622400], [-26.290709, -2.642170, -24.029509], [-24.881674, -4.584435, -25.215916], [-31.224331, -1.831951, -14.847097], [-31.036598, -2.710710, -13.799123], [-30.057868, -3.588269, -14.154996], [-29.759078, -3.359954, -15.515147], [-30.540820, -2.317003, -15.936736], [-31.751312, -0.983640, -14.792800], [-31.566497, -2.457639, -12.892543], [-29.665896, -4.335136, -13.482804], [-29.046379, -3.909288, -16.108493], [-30.629598, -1.810931, -16.884346]], "atomic_forces_ev_per_a": [[0.50, 0.32, -0.59], [0.06, -0.28, -0.44], [0.52, -1.22, 0.07], [-0.38, 1.13, 0.58], [0.18, -0.72, -0.28], [0.06, 0.06, -0.08], [-0.26, -0.16, -0.20], [-0.21, -0.06, 0.02], [-0.26, -0.09, 0.23], [-0.17, -0.03, 0.39], [0.26, 0.46, 0.24], [0.03, 0.16, 0.08], [-0.34, 0.41, -0.11], [-0.88, -0.13, -0.68], [0.43, 0.04, 0.53], [0.87, -0.15, -0.25], [-0.55, -0.51, 0.37], [1.11, 1.63, -0.28], [-0.71, -0.51, 0.24], [-0.22, -0.75, -0.43], [0.10, -0.20, -0.02], [0.33, 0.24, 0.11], [0.03, -0.10, 0.51], [-0.23, 0.17, -0.48], [-0.09, 0.10, 0.07], [-0.36, 0.20, 0.31], [0.30, -0.09, 0.22], [-0.11, 0.43, -0.15], [0.41, -0.35, -0.18], [-0.95, 0.07, 0.64], [0.32, 0.08, -0.71], [-0.04, -0.08, 0.04], [0.15, 0.01, 0.06], [-0.08, -0.41, 0.09], [-0.16, 0.07, -0.22], [0.13, 0.13, 0.02], [0.59, 0.60, 0.12], [-0.73, -0.83, 0.06], [0.76, -0.62, -0.49], [-0.66, 1.15, 0.28], [-0.44, -0.79, -0.25], [0.15, 0.17, 0.01], [-0.12, 0.51, 0.08], [0.01, 0.06, 0.00], [0.43, -0.35, 0.06], [0.08, 0.19, 0.25], [1.21, -0.17, -0.28], [-0.46, 0.37, 0.24], [-0.30, -0.27, -0.50], [0.65, 0.14, 0.28], [-0.24, -0.09, -0.47], [0.00, 0.47, 0.26], [-0.08, -0.15, 0.03], [-0.16, 0.14, 0.37], [-0.11, -0.42, -0.08], [0.00, 0.06, -0.13], [0.37, -1.26, -0.19], [-0.70, 0.29, 0.06], [-0.39, 0.01, 0.93], [0.30, -0.45, -0.22], [0.03, 1.00, -0.01], [-0.14, 0.13, 0.01], [0.14, 0.14, -0.01], [0.19, 0.16, -0.24], [-0.12, 0.01, 0.13], [-0.11, -0.06, -0.04], [-0.42, 0.29, 0.15], [0.48, -0.37, -0.51], [-0.32, -0.12, -0.07], [0.64, 0.44, 0.89], [-0.11, -0.33, -0.36], [0.03, -0.06, 0.10], [0.07, 0.03, -0.05], [-0.27, 0.26, -0.03], [-0.20, -0.10, -0.19], [0.11, 0.03, -0.04], [-0.63, 1.18, 0.14], [0.80, -1.46, 0.92], [0.17, 0.14, -1.28], [0.38, 0.56, 0.75], [-0.50, -0.81, -0.52], [0.16, 0.02, -0.01], [0.03, 0.35, 0.02], [-0.27, 0.01, 0.17], [-0.22, -0.18, 0.05], [0.12, 0.13, -0.16], [-0.61, 1.18, 0.70], [-0.12, -0.67, 0.31], [0.19, 0.79, -0.33], [0.36, -0.95, 0.92], [-0.38, 0.14, -1.50], [0.09, -0.08, -0.05], [0.03, -0.14, -0.07], [0.25, -0.04, 0.14], [0.02, -0.07, -0.19], [0.16, -0.18, 0.09], [-0.10, -1.52, -0.29], [0.03, 1.86, 0.28], [-0.45, -0.59, 0.63], [0.01, -0.09, -0.42], [0.36, 1.06, 0.13], [-0.29, -0.04, -0.22], [0.30, -0.46, 0.20], [0.07, -0.11, -0.21], [-0.09, 0.01, -0.09], [0.17, -0.13, -0.04]], "mulliken_charge": [-1.4162, 0.4453, -0.4920, -0.3365, 0.6400, -0.5351, -0.3001, 0.3152, 0.3444, 0.3674, 0.2802, 0.3371, 0.3022, -0.3369, 0.3488, 0.0761, -0.3720, 0.1836, -0.4120, 0.0753, 0.1219, 0.1373, -0.1986, 0.0642, -0.0619, 0.3894, 0.1711, -1.4166, 1.0952, -0.5905, -0.8226, 0.1700, 0.3928, -0.0725, 0.4703, 0.4555, 0.1521, -0.2707, -0.6111, -0.5026, -0.5694, 0.4602, 0.3067, 0.3985, 0.4080, 0.3877, -0.0628, -0.7006, -0.5296, -0.7594, -0.6158, 0.8981, 0.6944, 0.4873, 0.4204, 0.3986, 0.0592, -1.1517, -0.1358, 0.2043, -1.0179, 0.1821, 0.4101, 0.3815, 0.4054, 0.4213, 0.4378, -0.8279, -0.9450, -0.5762, -0.5109, 0.1282, 1.0096, 0.4845, 0.3951, 0.4529, 0.0622, -1.0252, 0.4839, -0.6944, -0.7700, 0.2226, 0.2415, 0.3069, 0.6484, 0.4447, 0.1098, -1.0134, 0.1715, -0.5438, -0.7971, 0.2225, 0.4451, 0.3796, 0.5884, 0.4925, -0.0157, -0.3931, -0.8452, 0.0048, -0.6145, 0.1957, 0.3689, 0.3778, 0.4768, 0.4525], "e_tot_ev": -66527.4144, "e_lumo_ha": 0.01773, "multiplicity": 1, "smiles": "C[C@H]1COC(=O)O1.C[C@H]1COC(=O)O1.c1cc[nH]c1.c1cc[nH]c1.c1cc[nH]c1.c1cc[nH]c1.c1cc[nH]c1.c1cc[nH]c1.c1cc[nH]c1.c1cc[nH]c1", "homo_energy_ev": -7.5083, "homo_lumo_gap_ev": 7.99}